Molecular formula: C7H8I2Si
Method: DFT, ωB97M-V/def2-TZVPD

## Properties
- LUMO level (Ha) = -0.009
- total energy (eV) = -31466.616
- HOMO-LUMO gap (eV) = 7.952
- HOMO level (eV) = -8.20
- charge = 0
- SMILES = C=C1C=CC=C[C@@H]1[SiH](I)I

XYZ file:
```
18
C7H8I2Si, DFT ωB97M-V/def2-TZVPD
C -2.38 0.77 -0.87
C -1.13 0.61 -0.39
C -0.72 1.15 0.96
C -0.27 0.20 1.79
C -0.08 -1.14 1.31
C 0.04 -1.41 0.00
C -0.06 -0.29 -0.96
Si 2.05 0.07 -0.99
I 3.49 -1.65 0.00
I 2.61 2.30 0.05
H -2.66 0.17 -1.76
H -3.18 1.36 -0.59
H -0.73 2.15 1.31
H 0.08 0.35 2.73
H 0.10 -2.00 2.06
H 0.32 -2.31 -0.30
H -0.16 -0.62 -2.07
H 2.70 0.29 -2.28
```

=====

Molecular formula: C48H103N10O10
Method: DFT, ωB97M-V/def2-TZVPD

## Properties
- LUMO level (spin up / spin down) (Ha) = 0.015 / 0.014
- total energy (eV) = -86815.416
- multiplicity = 4
- HOMO-LUMO gap (spin up / spin down) (eV) = 7.520 / 9.223
- HOMO level (spin up / spin down) (eV) = -7.12 / -8.83
- charge = 0

XYZ file:
```
171
C48H103N10O10, DFT ωB97M-V/def2-TZVPD
C -2.78 -3.52 -0.38
O -1.99 -4.44 -0.57
N -3.71 -2.99 -1.18
C -3.74 -3.38 -2.62
C -4.29 -1.68 -0.88
H -2.72 -3.03 0.58
H -3.06 -4.22 -2.81
H -3.50 -2.49 -3.22
H -4.71 -3.63 -2.90
H -5.05 -1.50 -1.64
H -4.61 -1.50 0.18
H -3.47 -0.99 -1.09
C 1.84 4.06 -3.74
O 2.23 4.62 -4.73
N 2.48 4.00 -2.55
C 2.04 3.07 -1.48
C 3.83 4.47 -2.44
H 0.90 3.44 -3.70
H 1.86 3.62 -0.56
H 2.67 2.18 -1.36
H 1.05 2.64 -1.83
H 4.15 4.93 -3.35
H 3.93 5.16 -1.59
H 4.52 3.70 -2.08
C -3.50 0.04 3.37
O -3.74 0.05 2.16
N -3.10 1.12 4.07
C -3.21 2.44 3.34
C -2.77 1.12 5.49
H -3.55 -0.82 4.05
H -2.98 3.27 4.02
H -4.20 2.56 2.85
H -2.36 2.48 2.59
H -3.26 1.98 6.02
H -3.21 0.25 6.01
H -1.71 1.12 5.74
C 2.24 1.20 4.82
O 3.08 0.34 5.09
N 1.40 1.78 5.70
C 0.60 3.00 5.37
C 1.43 1.35 7.09
H 2.11 1.68 3.82
H 1.19 3.83 5.65
H -0.31 2.92 5.92
H 0.30 3.02 4.33
H 0.41 1.34 7.56
H 1.76 0.27 7.22
H 2.02 2.05 7.68
C 4.09 5.84 1.31
O 4.85 5.21 0.62
N 3.23 5.26 2.20
C 2.52 5.95 3.24
C 3.33 3.78 2.33
H 4.05 6.92 1.39
H 1.57 5.39 3.38
H 2.30 6.99 3.10
H 3.14 5.86 4.14
H 4.35 3.63 2.06
H 3.12 3.47 3.38
H 2.63 3.23 1.68
C 0.58 0.90 1.53
O 0.90 2.03 1.87
N -0.34 0.55 0.62
C -0.74 -0.79 0.39
C -1.19 1.53 0.03
H 1.05 0.03 2.00
H -0.67 -0.98 -0.71
H -1.75 -0.93 0.69
H -0.01 -1.49 0.84
H -2.23 1.32 0.33
H -0.86 2.53 0.39
H -1.13 1.49 -1.06
C 2.87 -2.74 1.13
O 1.96 -2.04 1.52
N 2.67 -3.84 0.35
C 1.30 -4.17 -0.23
C 3.86 -4.59 -0.05
H 3.94 -2.62 1.39
H 0.48 -3.66 0.29
H 1.17 -5.21 -0.08
H 1.30 -3.86 -1.31
H 3.61 -5.65 -0.13
H 4.20 -4.27 -1.06
H 4.69 -4.48 0.67
C -1.51 -4.11 3.06
C -0.96 -4.77 4.40
C 0.55 -5.09 4.28
C 1.40 -3.85 4.44
C 1.07 -3.22 5.86
C -0.34 -2.78 6.05
N -1.30 -3.73 5.53
O -2.45 -3.84 5.89
C -0.65 -2.76 7.62
C -0.69 -1.45 5.36
C -1.89 -5.96 4.70
H -1.58 -4.97 2.41
H -0.82 -3.32 2.69
H -2.56 -3.73 3.13
H 0.81 -5.92 4.95
H 0.65 -5.45 3.26
H 1.24 -3.16 3.59
H 2.44 -4.11 4.29
H 1.78 -2.42 6.10
H 1.28 -4.09 6.43
H -0.27 -3.68 8.00
H 0.05 -1.96 7.91
H -1.66 -2.44 7.77
H -0.22 -0.61 5.81
H -0.39 -1.39 4.34
H -1.73 -1.35 5.56
H -2.86 -5.48 4.62
H -1.68 -6.42 5.67
H -1.63 -6.67 3.94
C 2.11 -3.18 -4.22
C 1.62 -1.78 -3.87
C 2.15 -1.22 -2.59
C 3.64 -0.78 -2.75
C 3.80 0.31 -3.83
C 3.27 -0.11 -5.20
N 1.83 -0.84 -5.07
O 1.21 -1.04 -6.06
C 2.88 1.06 -6.13
C 4.24 -1.03 -5.85
C 0.08 -1.84 -3.76
H 1.74 -4.00 -3.60
H 3.22 -3.20 -4.29
H 1.74 -3.21 -5.27
H 1.55 -0.30 -2.34
H 2.00 -1.95 -1.81
H 4.22 -1.71 -3.07
H 4.08 -0.40 -1.85
H 4.84 0.63 -3.94
H 3.24 1.20 -3.53
H 2.47 0.53 -7.00
H 2.22 1.68 -5.55
H 3.87 1.45 -6.44
H 4.93 -0.39 -6.44
H 4.71 -1.68 -5.07
H 3.67 -1.67 -6.50
H -0.30 -2.53 -4.50
H -0.33 -0.85 -3.91
H -0.12 -2.25 -2.74
C -3.08 3.71 -2.32
C -3.58 2.88 -3.51
C -4.35 3.79 -4.49
C -4.54 3.02 -5.85
C -3.12 2.66 -6.45
C -2.40 1.64 -5.51
N -2.32 2.35 -4.07
O -1.58 1.68 -3.35
C -2.94 0.23 -5.30
C -0.91 1.63 -5.94
C -4.47 1.80 -2.90
H -3.93 4.04 -1.73
H -2.58 4.58 -2.67
H -2.42 3.12 -1.69
H -5.35 4.05 -4.16
H -3.85 4.74 -4.58
H -5.04 3.70 -6.55
H -5.04 2.08 -5.69
H -2.47 3.50 -6.46
H -3.26 2.15 -7.39
H -2.74 -0.38 -6.21
H -2.30 -0.22 -4.49
H -3.97 0.14 -5.02
H -0.86 1.41 -7.01
H -0.43 2.59 -5.78
H -0.30 0.87 -5.43
H -3.86 1.00 -2.49
H -5.17 1.42 -3.60
H -5.17 2.21 -2.16
```

=====

Molecular formula: C9H16N2O2
Method: DFT, ωB97M-V/def2-TZVPD

## Properties
- LUMO level (Ha) = -0.015
- total energy (eV) = -16662.191
- HOMO-LUMO gap (eV) = 9.027
- HOMO level (eV) = -9.44
- charge = 0
- SMILES = O=c1cc[nH]c(=O)[nH]1.CCCCC

XYZ file:
```
29
C9H16N2O2, DFT ωB97M-V/def2-TZVPD
O 1.06 -0.49 -3.43
C 1.41 -0.25 -2.24
C 2.46 0.67 -1.88
C 2.72 0.76 -0.54
N 2.24 -0.24 0.44
C 1.26 -1.15 0.08
O 1.23 -2.04 0.96
N 0.63 -1.14 -1.12
H 2.76 1.39 -2.43
H 3.57 1.50 -0.09
H 2.99 -0.62 1.24
H 0.09 -1.93 -1.39
C 0.09 1.68 1.99
C -0.89 0.56 1.82
C -1.15 0.29 0.47
C -1.96 -0.92 0.20
C -2.64 -0.86 -1.13
H 0.76 1.84 1.00
H -0.49 2.51 2.00
H 0.69 1.67 2.92
H -1.82 1.02 2.52
H -0.72 -0.57 2.38
H -1.49 1.41 0.08
H -0.35 0.22 -0.21
H -2.89 -0.92 0.97
H -1.37 -1.91 0.40
H -1.78 -0.66 -1.84
H -2.87 -1.76 -1.85
H -3.58 -0.09 -1.31
```